#a
DFT (ωB97M-V with the def2-TZVPD basis set) results for a cluster of 4 separate species, H8O4 in total.

Values from the calculation:
* structure (SMILES): O.O.O.O
* orbital gap: 0.395 Ha
* LUMO energy: 0.378 eV
* highest occupied orbital energy: -10.38 eV

The geometry in ORCA input format:
```
! RIJCOSX wB97M-V def2-TZVPD def2/J DEFGRID3
* xyz 0 1
O 5.327 5.834 3.746
H 5.499 5.925 2.809
H 6.182 5.950 4.160
O 3.432 6.130 7.495
H 3.212 6.129 8.427
H 3.555 7.054 7.278
O 2.061 2.367 6.726
H 2.691 2.351 7.446
H 2.383 3.051 6.140
O 3.616 4.050 5.438
H 3.171 4.644 6.043
H 4.131 4.625 4.872
*
```



#b
DFT (ωB97M-V with the def2-TZVPD basis set) results for a cluster of 4 separate species, H8O4 in total.

Values from the calculation:
* structure (SMILES): O.O.O.O
* orbital gap: 0.391 Ha
* LUMO energy: 0.233 eV
* highest occupied orbital energy: -10.42 eV

The geometry in ORCA input format:
```
! RIJCOSX wB97M-V def2-TZVPD def2/J DEFGRID3
* xyz 0 1
O -28.180 3.601 20.490
H -27.890 4.376 19.991
H -28.207 2.887 19.844
O -27.908 2.671 22.978
H -27.961 3.292 23.710
H -28.028 3.223 22.162
O -26.066 5.732 19.183
H -26.485 5.669 18.317
H -25.314 6.318 19.046
O -28.719 0.188 22.155
H -28.326 -0.149 21.344
H -28.280 1.053 22.319
*
```



Of them, #a has the lowest stability.



#a
DFT (ωB97M-V with the def2-TZVPD basis set) results for a cluster of 4 separate species, H8O4 in total.

Values from the calculation:
* structure (SMILES): O.O.O.O
* orbital gap: 0.410 Ha
* LUMO energy: 0.044 eV
* highest occupied orbital energy: -11.10 eV

The geometry in ORCA input format:
```
! RIJCOSX wB97M-V def2-TZVPD def2/J DEFGRID3
* xyz 0 1
O 0.060 -1.108 -1.289
H 0.058 -0.172 -1.514
H -0.867 -1.366 -1.281
O -0.496 3.570 0.374
H -0.734 3.394 -0.540
H -0.360 2.695 0.759
O -0.661 0.703 0.976
H -1.441 0.707 1.539
H -0.548 -0.215 0.702
O 2.031 -2.794 -0.018
H 1.626 -3.064 0.809
H 1.331 -2.350 -0.516
*
```



#b
DFT (ωB97M-V with the def2-TZVPD basis set) results for a cluster of 4 separate species, H8O4 in total.

Values from the calculation:
* structure (SMILES): O.O.O.O
* orbital gap: 0.406 Ha
* LUMO energy: 0.088 eV
* highest occupied orbital energy: -10.96 eV

The geometry in ORCA input format:
```
! RIJCOSX wB97M-V def2-TZVPD def2/J DEFGRID3
* xyz 0 1
O -0.325 1.601 0.225
H -0.181 1.242 -0.627
H -1.218 1.552 0.410
O -0.811 -1.522 -0.261
H -0.141 -1.735 0.356
H -0.240 -0.974 -0.829
O 0.613 0.018 -1.918
H 0.591 0.133 -2.840
H 1.530 0.211 -1.709
O 0.074 -0.043 2.726
H 0.070 0.477 1.917
H 0.039 -0.961 2.550
*
```



Of them, #b has the lowest stability.